Entry 1:
17
Properties=species:S:1:pos:R:3 method="wB97M-V/def2-TZVPD" lumo_energy_ev=0.6 gap_ev=9.718 e_tot_ev=-20832.1352 max_force_ha_per_bohr=0.0478 charge=0 homo_energy_ev=-9.1 spin_multiplicity=1
C -2.025 -1.941 0.047
C -1.741 -0.628 0.102
Cl -2.981 0.595 -0.121
C -0.314 -0.229 0.187
N 0.557 -1.070 -0.253
C 1.996 -0.838 -0.083
N 0.087 1.023 0.721
C 0.458 2.024 -0.301
H -1.118 -2.547 0.046
H -3.045 -2.350 0.084
H 2.245 0.066 0.511
H 2.477 -1.764 0.357
H 2.439 -0.630 -1.047
H -0.679 1.362 1.308
H 1.319 1.668 -0.817
H -0.385 2.308 -0.980
H 0.709 2.949 0.239


Entry 2:
21
Properties=species:S:1:pos:R:3 method="wB97M-V/def2-TZVPD" lumo_energy_ev="-1.1 / -0.9" gap_ev="6.919 / 7.513" e_tot_ev=-46594.2626 max_force_ha_per_bohr=0.0824 charge=0 homo_energy_ev="-8.0 / -8.5" spin_multiplicity=1
C -1.833 -0.623 -0.360
C -0.550 -1.221 -0.892
C 1.938 -0.998 0.903
C -1.749 0.777 0.044
C -3.004 1.453 0.534
N -2.929 -1.357 -0.375
N 4.117 -0.193 -0.144
O 1.786 0.330 -1.235
O 2.665 1.654 0.583
S 0.424 -1.692 0.651
S 2.526 0.347 -0.001
Cl -0.353 1.836 0.055
H -0.752 -2.086 -1.507
H -0.004 -0.358 -1.338
H 2.516 -1.379 1.866
H -2.804 2.362 0.892
H -3.512 1.071 1.521
H -3.754 1.398 -0.193
H -3.671 -1.159 0.261
H 4.231 -0.809 -0.962
H 4.713 0.648 -0.303


Entry 3:
19
Properties=species:S:1:pos:R:3 method="wB97M-V/def2-TZVPD" lumo_energy_ev=-4.3 gap_ev=8.349 e_tot_ev=-24360.7166 max_force_ha_per_bohr=0.0985 charge=+1 homo_energy_ev=-12.6 spin_multiplicity=1
C -1.497 0.124 1.297
C 0.690 -1.202 -0.233
C -0.568 -0.928 1.825
C -1.538 1.107 -0.995
C 0.367 2.328 -0.499
N -1.427 0.577 0.130
N -0.028 -1.805 0.827
N 1.412 -2.068 -0.921
O -0.656 2.014 -1.358
Cl 0.480 0.492 2.391
H -2.363 0.446 1.884
H -0.789 -1.407 2.741
H -2.278 0.785 -1.845
H -0.025 2.588 0.573
H 0.774 3.166 -0.943
H 1.174 1.599 -0.230
H 0.113 -2.702 1.086
H 1.949 -1.690 -1.750
H 1.562 -3.107 -0.744


Entry 4:
21
Properties=species:S:1:pos:R:3 method="wB97M-V/def2-TZVPD" lumo_energy_ev="-2.7 / -6.8" gap_ev="6.741 / 6.992" e_tot_ev=-27341.0834 max_force_ha_per_bohr=0.1766 charge=+1 homo_energy_ev="-9.4 / -13.8" spin_multiplicity=3
C -0.555 -1.179 -0.532
C -1.350 0.961 0.052
C 1.980 -1.451 0.264
C -2.885 -0.796 0.030
C -1.133 2.376 0.438
N -1.883 -1.628 -0.090
N -0.352 0.178 -0.128
N -2.661 0.556 -0.097
N 3.097 -2.134 0.495
N 0.906 -2.038 -0.226
O 2.042 -0.185 0.504
Cl -4.426 -1.357 0.388
H -0.508 -1.295 -1.623
H -0.314 2.453 1.148
H -2.032 2.802 0.875
H -0.866 2.960 -0.442
H 1.137 0.254 0.290
H -3.425 1.209 0.006
H 3.194 -3.123 0.344
H 3.894 -1.609 0.824
H 0.819 -3.034 -0.331


Entry 5:
17
Properties=species:S:1:pos:R:3 method="wB97M-V/def2-TZVPD" lumo_energy_ev=0.9 gap_ev=9.443 e_tot_ev=-21946.8162 max_force_ha_per_bohr=0.0108 charge=0 homo_energy_ev=-8.6 spin_multiplicity=1
C -2.281 -1.003 0.595
O -1.486 -0.265 -0.301
C -0.216 -0.740 -0.396
C 0.880 0.011 -0.516
C 2.204 -0.609 -0.814
Cl 3.326 -0.449 0.583
O 0.967 1.375 -0.463
C 0.022 2.081 0.338
H -1.917 -0.879 1.615
H -3.298 -0.623 0.507
H -2.269 -2.075 0.339
H -0.154 -1.833 -0.453
H 2.108 -1.684 -1.021
H 2.698 -0.123 -1.653
H -0.061 1.631 1.327
H -0.966 2.101 -0.125
H 0.444 3.082 0.439


Entry 6:
17
Properties=species:S:1:pos:R:3 method="wB97M-V/def2-TZVPD" lumo_energy_ev="-0.8 / -0.8" gap_ev="7.534 / 7.535" e_tot_ev=-30731.6015 max_force_ha_per_bohr=0.0577 charge=0 homo_energy_ev="-8.4 / -8.4" spin_multiplicity=1
C 1.476 1.568 1.125
C -2.404 -0.253 -0.061
C -0.950 -0.192 0.382
C -0.090 -0.782 -0.747
C 1.317 -0.984 -0.357
O 2.568 1.760 0.501
S 2.488 -0.462 -1.394
Cl 1.629 -1.869 1.095
H 1.108 2.599 1.542
H -2.779 -1.295 -0.368
H -2.215 0.245 -1.067
H -3.100 0.365 0.515
H -0.701 0.886 0.568
H -0.755 -0.728 1.233
H 0.102 -0.147 -1.754
H -0.529 -1.700 -1.073
H 2.835 0.991 -0.140


Entry 7:
56
Properties=species:S:1:pos:R:3 method="wB97M-V/def2-TZVPD" lumo_energy_ev="3.9 / 0.8" gap_ev="5.812 / 5.345" e_tot_ev=-174326.8605 max_force_ha_per_bohr=0.0790 charge=-2 homo_energy_ev="-1.9 / -4.6" spin_multiplicity=9
Cr 0.168 0.355 0.026
C 4.385 2.480 -0.190
F 5.068 1.460 0.343
F 5.080 3.618 0.011
F 4.234 2.323 -1.510
S 2.669 2.662 0.597
O 2.169 3.845 -0.061
O 2.007 1.389 0.249
O 2.927 2.849 2.022
C 0.199 -4.116 0.477
F 0.559 -4.238 1.766
F 0.288 -5.328 -0.069
F -1.085 -3.735 0.414
S 1.318 -2.922 -0.444
O 2.627 -3.131 0.135
O 1.153 -3.336 -1.817
O 0.729 -1.613 -0.159
N -0.818 2.095 0.627
S -1.541 3.175 -0.330
O -1.079 4.516 -0.193
O -2.930 2.930 -0.582
F -0.835 2.620 -1.659
S -1.260 2.781 2.115
O -2.530 3.448 2.168
O -0.167 3.272 2.874
F -1.588 1.353 2.804
N 1.064 -1.088 -4.162
S 1.668 0.318 -3.357
O 1.020 0.626 -2.097
O 2.492 1.303 -4.007
F 2.852 -0.630 -2.743
S -0.026 -0.080 -4.853
O 0.378 0.530 -6.101
O -1.107 0.414 -4.020
F -0.820 -1.407 -5.434
C -3.902 0.489 -2.143
N -2.875 -0.374 -1.553
O -3.072 -1.637 -1.334
O -1.707 0.157 -1.230
H -4.469 0.986 -1.357
H -4.497 -0.217 -2.722
H -3.466 1.247 -2.786
C 1.990 -1.184 3.972
N 1.401 0.038 3.396
O 1.343 1.027 4.074
O 0.951 -0.075 2.267
H 1.718 -1.197 5.026
H 3.067 -1.194 3.837
H 1.537 -2.064 3.527
C -2.950 -2.504 1.900
N -1.839 -1.579 2.204
O -1.425 -0.893 1.303
O -1.385 -1.598 3.328
H -3.812 -2.346 2.544
H -2.592 -3.521 2.020
H -3.290 -2.300 0.888


Entry 8:
17
Properties=species:S:1:pos:R:3 method="wB97M-V/def2-TZVPD" lumo_energy_ev=0.9 gap_ev=10.354 e_tot_ev=-12254.4926 max_force_ha_per_bohr=0.0478 charge=0 homo_energy_ev=-9.4 spin_multiplicity=1
C -0.689 -0.849 1.714
C 0.349 -0.907 0.585
C -0.030 0.026 -0.565
N -1.221 -0.304 -1.226
C 1.110 0.577 -1.348
F 2.421 0.259 -0.974
C 0.397 1.431 -0.316
F 1.160 1.797 0.777
H -0.748 0.157 2.152
H -0.246 -1.530 2.512
H -1.689 -1.211 1.433
H 0.356 -1.925 0.145
H 1.311 -0.618 1.034
H -1.320 -0.058 -2.198
H -1.982 0.090 -0.684
H 0.986 0.768 -2.414
H -0.166 2.296 -0.628


Entry 9:
17
Properties=species:S:1:pos:R:3 method="wB97M-V/def2-TZVPD" lumo_energy_ev="0.9 / -3.0" gap_ev="5.816 / 5.593" e_tot_ev=-12248.6848 max_force_ha_per_bohr=0.1583 charge=0 homo_energy_ev="-4.9 / -8.6" spin_multiplicity=3
C -0.992 -2.444 -0.676
C -0.634 -1.368 0.343
C 1.601 1.982 0.969
C 0.597 1.015 -0.996
C -1.223 -0.184 0.441
N 1.630 1.046 -0.191
F -2.250 0.289 -0.307
F -1.122 0.625 1.515
H -1.152 -2.220 -1.699
H -0.104 -3.170 -0.628
H 0.122 -1.430 1.059
H 1.065 2.840 0.609
H 1.258 1.427 1.863
H 2.655 2.187 1.108
H -0.067 1.856 -1.010
H 0.661 0.370 -1.795
H -2.045 -2.820 -0.607


Entry 10:
16
Properties=species:S:1:pos:R:3 method="wB97M-V/def2-TZVPD" lumo_energy_ev=-4.8 gap_ev=9.125 e_tot_ev=-9528.3505 max_force_ha_per_bohr=0.0614 charge=+1 homo_energy_ev=-13.9 spin_multiplicity=1
C 0.788 -0.051 0.998
C 0.541 0.873 2.292
C 0.496 -1.495 -2.537
C -0.023 -0.326 -2.370
C -0.488 0.505 1.394
N -1.748 0.587 1.103
F -0.814 0.027 -1.290
H 1.256 0.345 0.148
H 1.061 -1.088 1.164
H 0.851 0.585 3.250
H 0.715 1.923 2.188
H 0.486 -2.166 -1.701
H 1.026 -1.622 -3.397
H 0.292 0.508 -2.881
H -2.094 0.055 0.187
H -2.346 1.339 1.451


Entry 11:
17
Properties=species:S:1:pos:R:3 method="wB97M-V/def2-TZVPD" lumo_energy_ev=1.1 gap_ev=9.915 e_tot_ev=-11027.2039 max_force_ha_per_bohr=0.0310 charge=0 homo_energy_ev=-8.8 spin_multiplicity=1
C 1.055 -0.183 -0.052
C -0.017 -0.105 -1.246
C -1.263 0.147 -0.403
C -1.102 -0.966 0.636
C 0.066 -0.094 1.107
H 1.627 1.735 0.026
H 2.745 0.792 -0.830
H 1.528 -1.169 -0.062
H 0.142 0.673 -2.010
H -2.207 0.413 -0.853
H -0.805 -1.947 0.253
H -1.949 -0.976 1.360
H 0.460 -0.121 2.129
H -1.488 1.140 1.347
N 2.053 0.856 -0.091
N -0.726 1.090 0.664
F -0.117 -1.284 -1.975


Entry 12:
19
Properties=species:S:1:pos:R:3 method="wB97M-V/def2-TZVPD" lumo_energy_ev=0.9 gap_ev=10.119 e_tot_ev=-22920.5482 max_force_ha_per_bohr=0.0752 charge=0 homo_energy_ev=-9.3 spin_multiplicity=1
C 3.411 -0.310 1.495
C 2.802 -0.166 0.314
F 3.588 -0.388 -0.772
C 1.338 0.194 0.010
N 0.764 -0.593 -1.034
P -0.572 -1.615 -0.814
C -1.808 -0.361 -0.163
O -1.795 0.074 0.955
O -2.679 0.108 -1.031
C -3.605 1.155 -0.625
H 4.423 -0.526 1.479
H 2.773 -0.279 2.442
H 0.747 -0.108 0.808
H 1.244 1.279 -0.323
H 1.387 -0.720 -1.766
H -0.433 -2.067 0.591
H -4.420 0.793 0.001
H -4.046 1.581 -1.563
H -3.121 1.949 -0.004


- Look up the charge of the third one.
  +1